Record 1
ORCA calculation (the ωB97M-V functional and the def2-TZVPD basis) on C9H14O2 in the gas phase at a distorted geometry.

Element x y z (Å)
C: -2.32 0.61 0.31
C: -0.95 0.71 -0.37
C: -0.04 1.72 0.26
C: 1.17 1.30 0.71
C: 1.54 -0.17 0.77
C: 2.07 -0.62 -0.52
C: 0.77 -0.81 -1.42
C: -0.44 -0.74 -0.43
C: 0.29 -1.13 0.94
H: -2.96 -0.03 -0.22
H: -2.14 0.34 1.35
H: -2.71 1.60 0.23
H: -2.04 0.86 -2.05
H: -0.31 2.80 0.37
H: 1.85 2.00 1.25
H: 2.24 -0.39 1.55
H: 2.75 0.10 -1.11
H: 2.61 -1.58 -0.52
H: 0.80 -1.72 -1.96
H: 0.69 -0.10 -2.29
H: -1.25 -1.41 -0.71
H: 0.68 -2.15 1.10
H: -0.85 -1.60 2.39
O: -1.08 1.17 -1.77
O: -0.37 -0.76 2.16

As for the molar mass: 154.209 g/mol. Its energy is -501.7520 a.u. The calculation puts the energy above the lowest of the compared OMol25 structures with the same formula, charge and spin at 52.8 kcal per mole. As for the SMILES: C[C@@]1(O)C=C[C@@H]2CC[C@H]1[C@@H]2O. Its max |F| is 0.0848 Eh/bohr.


Record 2
ORCA calculation (the ωB97M-V functional and the def2-TZVPD basis) on C9H14O2 in the gas phase at a distorted geometry.

Element x y z (Å)
O: -1.37 -0.37 -1.17
O: 0.35 1.80 -0.47
C: -2.80 1.15 -2.28
C: -1.70 0.96 -1.47
C: -0.93 2.16 -0.95
C: 0.82 -1.75 1.63
C: 2.09 -0.99 1.32
C: -0.07 -1.87 0.35
C: 1.76 0.44 0.89
C: -0.08 -0.57 -0.52
C: 0.32 0.61 0.33
H: -3.10 2.18 -2.51
H: -3.43 0.34 -2.66
H: -0.85 2.90 -1.76
H: -1.46 2.64 -0.11
H: 1.05 -2.76 2.01
H: 0.30 -1.27 2.46
H: 2.70 -1.01 2.23
H: 2.62 -1.52 0.49
H: 0.29 -2.73 -0.22
H: -1.06 -2.15 0.66
H: 2.49 0.71 0.15
H: 1.84 1.09 1.76
H: 0.65 -0.73 -1.29
H: -0.44 0.73 1.12

As for the molar mass: 154.209 g/mol. Its energy is -501.7618 a.u. The calculation puts the energy above the lowest of the compared OMol25 structures with the same formula, charge and spin at 46.6 kcal per mole. As for the SMILES: C=C1CO[C@@H]2CCCC[C@H]2O1. Its max |F| is 0.0755 Eh/bohr.


Record 3
ORCA calculation (the ωB97M-V functional and the def2-TZVPD basis) on a 2-piece molecular cluster, C9H14O2 overall at a distorted geometry.

Element x y z (Å)
C: -0.48 -1.85 -0.66
C: -0.48 -1.20 -1.97
O: -0.64 -3.20 -0.96
H: 0.44 -1.84 -0.05
H: -1.32 -1.37 -0.03
H: 0.12 -1.71 -2.71
H: -1.01 -3.69 -0.35
H: -0.30 -0.10 -2.32
H: -1.61 -1.08 -2.24
C: 1.59 -0.70 2.44
C: -0.32 1.86 -0.29
C: -1.02 1.57 0.86
C: 0.86 1.26 -0.67
C: -0.49 0.62 1.73
C: 1.56 0.32 0.18
C: 0.80 0.09 1.34
O: -1.08 2.45 -1.35
H: -2.09 2.04 0.98
H: -0.47 3.00 -1.84
H: 1.11 1.42 -1.78
H: -0.81 0.35 2.70
H: 2.45 -0.31 -0.04
H: 1.68 0.03 3.29
H: 2.64 -1.08 2.34
H: 0.99 -1.54 2.73

As for the molar mass: 154.209 g/mol. Its expectation value of S² is 0.7646. Its energy is -501.3937 a.u. The calculation puts the energy above the lowest of the compared OMol25 structures with the same formula, charge and spin at 74.1 kcal per mole. The total charge is +1. Its max |F| is 0.1302 Eh/bohr. The multiplicity is 2.


Record 4
ORCA calculation (the ωB97M-V functional and the def2-TZVPD basis) on C9H14O5S in the gas phase at a distorted geometry.

Element x y z (Å)
C: -2.88 -0.19 -0.13
C: -2.18 0.69 -0.86
C: 2.46 1.66 0.31
C: 0.55 -1.44 1.25
C: 1.79 -0.49 -0.65
C: 1.03 1.83 -0.11
C: 1.62 -1.75 0.21
C: 0.58 0.34 -0.27
C: -3.70 0.12 1.03
O: -0.82 -1.27 -2.12
O: 2.91 0.36 -0.17
O: -0.04 -0.20 0.84
O: 0.87 2.55 -1.28
O: 1.38 -2.87 -0.65
S: -0.80 0.15 -1.92
H: -2.61 -1.26 -0.40
H: -1.98 1.68 -0.71
H: 3.16 2.26 -0.24
H: 2.65 1.77 1.42
H: -0.15 -2.17 1.32
H: 0.97 -1.43 2.21
H: 2.00 -0.84 -1.71
H: 0.44 2.39 0.62
H: 2.53 -1.98 0.70
H: -3.73 1.17 1.30
H: -4.74 -0.28 0.69
H: -3.38 -0.52 1.89
H: 1.64 2.24 -1.76
H: 0.42 -2.53 -0.82

As for the molar mass: 234.273 g/mol. Its energy is -1125.5718 a.u. The calculation puts the energy above the lowest of the compared OMol25 structures with the same formula, charge and spin at 89.0 kcal per mole. Its max |F| is 0.0807 Eh/bohr.


Record 5
ORCA calculation (the ωB97M-V functional and the def2-TZVPD basis) on a 2-piece molecular cluster, C9H14OS overall at a distorted geometry.

Element x y z (Å)
C: -2.34 2.38 1.12
C: -0.60 3.39 -0.89
S: -2.00 2.29 -0.66
H: -2.17 3.37 1.54
H: -3.33 1.97 1.30
H: -1.73 1.71 1.73
H: -0.59 3.74 -1.92
H: 0.35 2.88 -0.70
H: -0.67 4.24 -0.22
C: 2.94 -1.93 1.09
C: -0.55 -2.49 -0.28
C: 0.68 -2.70 0.41
C: -0.71 -1.33 -0.99
C: 1.67 -1.77 0.38
C: 0.35 -0.39 -1.19
C: 1.49 -0.67 -0.51
O: -1.92 -0.81 -1.44
H: -1.36 -3.16 -0.05
H: 0.78 -3.62 0.97
H: -2.66 -1.41 -1.18
H: 0.07 0.36 -1.91
H: 3.13 -2.95 1.45
H: 2.92 -1.40 2.06
H: 2.40 -0.10 -0.67
H: 3.82 -1.59 0.55

As for the molar mass: 170.277 g/mol. Its energy is -824.7274 a.u. The calculation puts the energy above the lowest of the compared OMol25 structures with the same formula, charge and spin at 15.5 kcal per mole. As for the SMILES: Cc1ccc(O)cc1.CSC. Its max |F| is 0.0535 Eh/bohr.


Record 6
ORCA calculation (the ωB97M-V functional and the def2-TZVPD basis) on a 2-piece molecular cluster, C9H14OS overall at a distorted geometry.

Element x y z (Å)
C: 2.86 -1.15 1.39
C: 2.08 -1.34 2.59
S: 3.62 0.60 1.01
H: 3.74 -1.95 1.31
H: 2.29 -1.17 0.56
H: 1.14 -0.84 2.41
H: 3.84 1.34 2.00
H: 2.40 -1.03 3.65
H: 2.12 -2.39 3.05
C: -3.92 0.17 -1.29
C: -1.99 1.33 -0.25
C: -2.44 0.44 -1.21
C: -0.57 1.48 -0.12
C: -1.61 -0.34 -2.09
C: 0.20 0.65 -0.90
C: -0.14 -0.21 -1.90
O: 1.53 1.18 -0.75
H: -2.61 1.92 0.42
H: -0.08 2.26 0.65
H: -4.19 0.80 -2.19
H: -4.49 0.36 -0.41
H: -2.16 -1.03 -2.75
H: 0.49 -0.94 -2.45
H: 2.25 0.74 -1.23
H: -4.34 -0.85 -1.50

As for the molar mass: 170.277 g/mol. Its expectation value of S² is 0.7658. Its energy is -824.3327 a.u. The calculation puts the energy above the lowest of the compared OMol25 structures with the same formula, charge and spin at 66.5 kcal per mole. The total charge is +1. Its max |F| is 0.1261 Eh/bohr. The multiplicity is 2.


Record 7
ORCA calculation (the ωB97M-V functional and the def2-TZVPD basis) on a 2-piece molecular cluster, C9H14S overall at a distorted geometry.

Element x y z (Å)
C: 1.29 2.94 -1.77
C: 1.12 0.42 -1.30
C: 1.24 1.73 -0.87
C: 1.33 -0.64 -0.43
C: 1.40 -0.46 0.93
C: 1.47 1.92 0.50
C: 1.49 0.86 1.40
H: 1.00 0.17 -2.36
H: 1.27 -1.66 -0.77
H: 1.88 3.87 -1.48
H: 0.41 3.35 -2.25
H: 1.51 -1.34 1.50
H: 1.50 2.91 0.93
H: 1.54 1.17 2.49
H: 1.75 2.56 -2.73
C: -2.83 -2.32 1.04
C: -2.27 -1.09 0.35
S: -1.76 -3.69 0.46
H: -2.85 -2.29 2.11
H: -3.81 -2.71 0.78
H: -1.39 -1.34 -0.26
H: -0.47 -3.41 0.96
H: -1.85 -0.40 1.10
H: -2.95 -0.56 -0.31

As for the molar mass: 154.278 g/mol. Its energy is -749.4745 a.u. The calculation puts the energy above the lowest of the compared OMol25 structures with the same formula, charge and spin at 24.1 kcal per mole. As for the SMILES: Cc1ccccc1.CCS. Its max |F| is 0.0538 Eh/bohr.


Record 8
ORCA calculation (the ωB97M-V functional and the def2-TZVPD basis) on a 2-piece molecular cluster, C9H14S overall at a distorted geometry.

Element x y z (Å)
C: 0.76 -0.18 1.24
C: 0.68 -2.08 3.29
S: 0.93 -1.96 1.54
H: 1.46 0.25 1.97
H: 1.28 -0.04 0.30
H: -0.27 0.13 1.33
H: 0.86 -1.11 3.76
H: 1.40 -2.80 3.68
H: -0.36 -2.31 3.49
C: -0.09 -0.90 -2.66
C: -0.38 0.34 -1.83
C: -1.66 0.57 -1.32
C: 0.64 1.19 -1.48
C: -1.93 1.71 -0.59
C: 0.38 2.35 -0.72
C: -0.90 2.59 -0.26
H: -0.72 -0.86 -3.54
H: -0.32 -1.81 -2.09
H: -2.47 -0.11 -1.57
H: 1.66 1.15 -1.86
H: -2.95 1.92 -0.31
H: 1.22 2.96 -0.43
H: -1.07 3.52 0.26
H: 0.97 -1.06 -2.80

As for the molar mass: 154.278 g/mol. Its expectation value of S² is 0.7530. Its energy is -749.1898 a.u. The calculation puts the energy above the lowest of the compared OMol25 structures with the same formula, charge and spin at 11.3 kcal per mole. The total charge is +1. Its max |F| is 0.0400 Eh/bohr. The multiplicity is 2.